Below is C10H15ClI2IrN2O2P as an isolated structure, with properties calculated with ωB97M-V with the def2-TZVPD basis set.

expectation value of S² = 6.0299
orbital gap (spin up / spin down) = 0.311 / 0.125 Eh
energy above the lowest of the compared OMol25 structures with the same formula, charge and spin = 90.6 kJ/mol
2S+1 = 5
LUMO energy (spin up / spin down) = -6.36 / -11.75 eV
total charge = +2

```
34
Properties=species:S:1:pos:R:3:lowdin_charge:R:1
I -4.842 1.498 1.479 1.07
I 0.000 3.122 0.687 0.87
Ir 0.019 0.619 -0.534 0.81
P -0.417 1.264 -2.593 0.56
C -1.630 2.571 -2.845 -0.25
C 1.157 1.866 -3.330 -0.23
H -0.211 -0.902 -3.681 0.02
H -1.049 0.298 -4.717 0.07
H -1.914 -0.473 -3.364 0.06
C -0.947 -0.103 -3.710 -0.22
H 1.880 1.059 -3.308 0.01
H 0.950 2.188 -4.344 0.06
H -1.640 2.844 -3.927 0.09
H -1.358 3.454 -2.241 0.05
H 1.502 2.700 -2.725 0.05
H -2.637 2.225 -2.551 0.06
C -1.569 1.551 -0.153 -0.82
O -2.617 2.087 0.110 -0.35
Cl 1.511 -0.854 -1.491 0.13
N 0.202 -3.830 4.374 0.20
C -0.193 -3.217 3.215 -0.47
O -1.161 -3.654 2.578 0.06
C 0.578 -2.031 2.792 -0.07
C 1.737 -1.534 3.427 0.06
C 2.386 -0.415 2.859 0.03
C 1.788 0.191 1.731 -0.20
N 0.701 -0.270 1.182 -0.27
C 0.091 -1.389 1.625 -0.03
H -0.280 -4.647 4.685 0.12
H 1.031 -3.560 4.852 0.09
H 2.130 -2.009 4.306 0.12
H 3.296 -0.019 3.270 0.12
H 2.267 1.097 1.255 0.10
H -0.762 -1.729 1.088 0.12
```

Below is an isolated ion of composition C10H15ClN and charge +1, with properties calculated with ωB97M-V with the def2-TZVPD basis set.

orbital gap = 0.382 Eh
energy above the lowest of the compared OMol25 structures with the same formula, charge and spin = 73.1 kJ/mol
LUMO energy = -2.55 eV
total charge = +1

```
27
Properties=species:S:1:pos:R:3:lowdin_charge:R:1
C -2.994 0.152 -0.448 0.02
N -1.619 -0.148 0.019 -0.38
C -1.234 -1.455 -0.439 -0.01
C -1.494 -0.095 1.546 0.02
C -0.625 0.790 -0.613 -0.52
Cl -0.923 2.502 -0.141 0.73
C 0.955 0.481 -0.328 -0.26
C 1.465 0.767 0.918 -0.07
C 2.823 0.598 1.152 -0.02
C 3.627 0.078 0.156 -0.05
C 3.127 -0.269 -1.063 -0.03
C 1.756 -0.023 -1.307 -0.04
H -3.449 1.093 -0.201 0.11
H -2.851 0.242 -1.494 0.10
H -3.582 -0.670 -0.214 0.10
H -0.164 -1.533 -0.238 0.12
H -1.673 -2.171 0.153 0.09
H -1.443 -1.688 -1.477 0.14
H -1.688 0.965 1.773 0.09
H -2.170 -0.838 2.043 0.13
H -0.578 -0.517 1.902 0.09
H -0.924 0.741 -1.716 0.14
H 0.739 1.156 1.682 0.11
H 3.098 0.772 2.116 0.09
H 4.591 0.009 0.356 0.07
H 3.739 -0.729 -1.816 0.12
H 1.490 -0.210 -2.322 0.11
```

Below is C10H15F6GaN2O5S4 as an isolated structure, with properties calculated with ωB97M-V with the def2-TZVPD basis set.

orbital gap = 0.286 Eh
energy above the lowest of the compared OMol25 structures with the same formula, charge and spin = 7.3 kJ/mol
LUMO energy = 0.14 eV

```
43
Properties=species:S:1:pos:R:3:lowdin_charge:R:1
Ga 0.163 -0.386 0.069 0.03
C -0.254 -4.095 2.252 -0.13
C -0.409 -2.906 1.330 -0.69
S 0.308 -1.418 2.014 0.75
C -1.002 -3.014 0.131 -0.70
C -1.529 -4.323 -0.394 -0.12
S -1.211 -1.702 -1.065 0.75
H 0.214 -3.798 3.188 0.05
H 0.376 -4.863 1.799 0.09
H -1.218 -4.548 2.490 0.08
H -1.674 -5.055 0.397 0.07
H -0.833 -4.743 -1.125 0.09
H -2.482 -4.177 -0.904 0.07
F 4.071 2.785 -2.467 0.17
C 2.831 2.462 -2.138 -0.68
F 2.217 3.529 -1.638 0.15
F 2.179 2.057 -3.220 0.15
S 2.853 1.131 -0.861 0.68
O 1.396 0.950 -0.643 -0.30
O 3.568 1.653 0.250 -0.21
N 3.545 -0.030 -1.618 -0.26
S 2.983 -1.507 -1.685 0.63
O 1.936 -1.721 -0.711 -0.35
O 4.031 -2.457 -1.793 -0.22
C 2.120 -1.534 -3.315 -0.68
F 1.148 -0.619 -3.327 0.12
F 1.589 -2.732 -3.518 0.15
F 2.976 -1.261 -4.294 0.15
C -2.036 3.505 -0.378 0.00
N -2.779 2.492 0.375 -0.11
C -4.182 2.722 0.709 -0.03
C -2.138 1.376 0.702 -0.43
C -2.835 0.287 1.448 0.01
O -0.927 1.289 0.355 -0.05
H -2.684 4.358 -0.551 0.09
H -1.704 3.099 -1.333 0.10
H -1.156 3.820 0.179 0.10
H -4.476 3.688 0.313 0.09
H -4.336 2.737 1.787 0.10
H -4.823 1.961 0.265 0.10
H -3.742 0.614 1.943 0.08
H -2.137 -0.140 2.166 0.06
H -3.069 -0.506 0.733 0.08
```

Below is C10H15FeN8S as an isolated structure, with properties calculated with ωB97M-V with the def2-TZVPD basis set.

expectation value of S² = 8.9713
orbital gap (spin up / spin down) = 0.151 / 0.262 Eh
2S+1 = 6
LUMO energy (spin up / spin down) = -8.39 / -8.71 eV
total charge = +2

```
35
Properties=species:S:1:pos:R:3:lowdin_charge:R:1
Fe 0.094 1.439 -0.036 0.77
C -1.588 -0.098 -3.572 0.01
C -1.068 0.138 -2.180 -0.23
N -0.937 1.287 -1.585 -0.17
N -1.278 2.391 -2.299 0.03
C -1.478 3.460 -1.511 -0.77
N -1.865 4.608 -2.104 0.15
S -1.276 3.267 0.108 0.87
C -0.643 -0.976 -1.338 -0.19
C -0.883 -2.325 -1.543 0.04
C -0.407 -3.211 -0.580 0.01
C 0.272 -2.716 0.530 -0.01
C 0.450 -1.344 0.636 -0.12
N 0.005 -0.463 -0.281 -0.04
H -1.061 0.550 -4.279 0.10
H -2.657 0.131 -3.601 0.11
H -1.440 -1.125 -3.908 0.09
H -1.704 2.333 -3.212 0.17
H -1.581 4.785 -3.056 0.14
H -1.905 5.419 -1.498 0.12
H -1.434 -2.695 -2.397 0.13
H -0.572 -4.280 -0.687 0.13
H 0.649 -3.380 1.300 0.12
H 0.965 -0.905 1.485 0.04
N 1.637 -1.954 3.229 0.19
C 2.191 -0.813 3.712 -0.46
N 2.684 -1.048 4.952 0.19
N 2.301 0.351 3.174 0.21
C 1.806 0.524 1.945 -0.17
N 1.357 0.642 0.883 -0.05
H 1.154 -2.494 3.939 0.15
H 1.059 -1.848 2.400 0.03
H 3.195 -1.922 5.015 0.14
H 3.256 -0.274 5.277 0.13
H 0.704 2.546 1.081 0.13
```

Below is a single C10H15N molecule, with properties calculated with ωB97M-V with the def2-TZVPD basis set.

orbital gap = 0.330 Eh
energy above the lowest of the compared OMol25 structures with the same formula, charge and spin = 196.6 kJ/mol
LUMO energy = 0.79 eV

```
26
Properties=species:S:1:pos:R:3:lowdin_charge:R:1
C 1.211 1.791 0.307 0.08
C 0.972 0.945 -0.697 -0.31
C 1.509 1.101 -2.070 -0.06
C 0.044 -0.234 -0.504 -0.48
C -1.034 -0.346 -1.580 -0.01
C 0.979 -1.447 -0.603 -0.05
N -0.664 -0.300 0.801 -0.05
C -0.230 -0.995 1.924 -0.11
C -1.074 -0.762 2.933 -0.14
C -2.020 0.160 2.526 -0.11
C -1.738 0.502 1.220 -0.07
H 2.154 2.202 0.333 0.04
H 0.693 1.758 1.279 0.08
H 1.107 1.890 -2.743 0.10
H 1.213 0.272 -2.644 0.03
H 2.632 1.143 -2.043 0.11
H -1.633 0.521 -1.323 0.08
H -1.646 -1.183 -1.398 0.08
H -0.686 -0.318 -2.591 0.08
H 1.943 -1.392 -0.126 0.09
H 1.185 -1.623 -1.645 0.07
H 0.419 -2.470 -0.482 0.14
H 0.627 -1.683 1.736 0.12
H -0.771 -0.978 3.979 0.11
H -3.006 0.319 2.883 0.09
H -2.188 1.128 0.530 0.09
```

Below is a single C10H15N molecule, with properties calculated with ωB97M-V with the def2-TZVPD basis set.

expectation value of S² = 2.0061
orbital gap (spin up / spin down) = 0.235 / 0.272 Eh
energy above the lowest of the compared OMol25 structures with the same formula, charge and spin = 203.5 kJ/mol
2S+1 = 3
LUMO energy (spin up / spin down) = 0.73 / -2.87 eV

```
26
Properties=species:S:1:pos:R:3:lowdin_charge:R:1
C 0.423 -1.052 1.937 -0.17
C 1.180 -1.314 -0.403 -0.19
C 1.111 -2.379 -1.121 0.09
C 1.857 -0.140 0.187 -0.18
C 0.430 -0.516 0.578 -0.23
C 2.242 1.035 -0.795 -0.03
C -0.885 1.878 0.459 -0.03
C -2.133 -0.178 1.058 -0.06
C -1.305 -0.073 -1.149 -0.06
C -0.978 0.385 0.243 -0.46
N 0.377 -1.393 3.055 0.16
H 0.217 -2.861 -1.150 0.05
H 1.899 -2.493 -1.868 0.09
H 2.729 -0.248 0.879 0.15
H 1.409 1.390 -1.344 0.04
H 3.086 0.700 -1.487 0.10
H 2.649 1.782 -0.125 0.07
H -0.515 2.101 1.371 0.05
H -1.865 2.353 0.393 0.10
H -0.264 2.328 -0.304 0.07
H -3.049 0.227 0.830 0.07
H -2.092 -1.203 1.190 0.07
H -1.928 0.106 2.068 0.08
H -0.748 0.103 -1.969 0.04
H -2.246 0.521 -1.555 0.14
H -1.602 -1.059 -0.977 0.07
```

Below is an isolated ion of composition C10H15N2O3 and charge +1, with properties calculated with ωB97M-V with the def2-TZVPD basis set.

expectation value of S² = 2.0050
orbital gap (spin up / spin down) = 0.271 / 0.229 Eh
2S+1 = 3
LUMO energy (spin up / spin down) = -2.41 / -6.36 eV
total charge = +1

```
30
Properties=species:S:1:pos:R:3:lowdin_charge:R:1
C 2.404 1.767 -0.675 -0.02
C 0.841 1.650 -0.748 0.00
C 3.290 0.852 -0.240 -0.06
C -0.017 1.184 0.153 -0.09
C -4.052 1.182 -0.159 0.13
C -3.430 0.043 0.163 -0.18
C -1.944 -0.018 -0.170 -0.38
C 3.068 -0.527 0.311 -0.34
C 1.709 -1.097 -0.207 -0.44
C -4.017 -1.259 0.484 0.00
N 1.349 -1.399 -1.354 0.29
N 3.125 -0.515 1.690 0.07
O -1.288 -1.068 -0.073 0.00
O 0.992 -1.311 0.768 0.15
O -1.365 1.206 -0.245 0.03
H 2.814 2.729 -0.878 0.09
H 0.348 1.940 -1.611 0.10
H 4.356 1.170 -0.233 0.13
H -5.034 1.402 0.118 0.07
H -3.666 2.032 -0.660 0.09
H 3.783 -1.206 -0.135 0.16
H -5.107 -1.170 0.352 0.10
H -3.587 -1.897 -0.339 0.13
H -3.877 -1.688 1.479 0.11
H 1.833 -1.380 -2.255 0.18
H 0.365 -1.686 -1.409 0.15
H 0.218 0.818 1.135 0.14
H 2.820 0.437 2.010 0.12
H 4.050 -0.642 2.158 0.13
H 0.018 -1.546 0.570 0.12
```

Below is a single C10H15N3O3S molecule, with properties calculated with ωB97M-V with the def2-TZVPD basis set.

orbital gap = 0.353 Eh
energy above the lowest of the compared OMol25 structures with the same formula, charge and spin = 38.7 kJ/mol
LUMO energy = 0.52 eV

```
32
Properties=species:S:1:pos:R:3:lowdin_charge:R:1
C 2.791 -1.781 -3.084 -0.11
C 2.122 -3.147 -3.162 -0.23
C 1.031 -3.317 -2.094 -0.12
C 1.651 -3.326 -0.727 -0.46
O 2.275 -4.252 -0.269 0.09
N 1.523 -2.187 0.059 0.10
C 0.882 -1.005 -0.146 -0.59
N 0.233 -0.634 -1.199 -0.01
N -0.292 0.579 -1.102 0.01
C -0.070 1.169 0.014 -0.57
C -0.553 2.525 0.360 -0.07
C -1.124 2.562 1.771 -0.51
O -0.752 1.856 2.670 0.06
O -2.059 3.497 1.871 0.01
C -2.689 3.663 3.147 -0.21
C -3.809 2.652 3.346 -0.06
S 0.875 0.211 1.139 1.14
H 3.339 -1.672 -2.150 0.07
H 3.494 -1.659 -3.905 0.07
H 2.046 -0.992 -3.142 0.06
H 2.868 -3.934 -3.036 0.11
H 1.661 -3.269 -4.143 0.11
H 0.298 -2.518 -2.181 0.09
H 0.550 -4.286 -2.237 0.12
H 1.983 -2.277 0.959 0.14
H -1.303 2.850 -0.361 0.13
H 0.281 3.235 0.338 0.14
H -1.933 3.554 3.931 0.12
H -3.074 4.684 3.138 0.12
H -4.534 2.730 2.540 0.08
H -4.307 2.845 4.292 0.08
H -3.403 1.644 3.362 0.08
```